No. 1
A structure of composition C38H51AsCl3N2O3SiY at a distorted geometry, computed with wB97M-V/def2-TZVPD.

XYZ file:
```
100
Properties=species:S:1:pos:R:3:forces:R:3
C 2.410 1.916 -3.390 0.115 -0.114 -0.419
C 2.793 2.446 -2.047 -0.023 0.668 0.639
H 2.469 2.691 -4.159 -0.034 -0.268 0.019
H 1.391 1.497 -3.405 0.312 0.122 0.119
H 3.098 1.099 -3.663 -0.222 0.175 -0.037
C 3.212 3.699 -1.807 -0.025 -0.627 -0.215
C 3.459 4.759 -2.830 -0.050 0.445 -0.220
H 3.430 4.002 -0.784 0.074 -0.206 -0.079
H 3.112 4.502 -3.834 0.054 -0.006 0.170
H 4.523 5.022 -2.911 -0.159 -0.147 0.099
H 2.947 5.680 -2.536 0.020 0.038 -0.061
Y -0.400 -0.093 -1.021 1.333 0.294 0.915
Cl 1.159 -2.149 -0.938 0.061 -0.220 -0.209
Cl -1.200 0.169 -3.383 -0.216 -0.022 -0.307
H -3.711 -4.205 1.598 0.083 0.270 -0.191
H -3.119 -5.756 -0.428 0.111 0.215 -0.042
C -3.839 -3.410 0.848 -0.194 -0.325 -0.095
C -3.160 -4.864 -1.064 0.176 -0.020 0.088
N -2.938 -3.653 -0.276 -0.128 0.095 0.035
H -3.609 -2.438 1.283 -0.081 -0.153 -0.037
C -2.058 -2.733 -0.645 -0.055 1.179 0.486
O -2.011 -1.563 -0.147 -0.028 -1.674 -0.678
H -2.392 -4.933 -1.840 -0.157 -0.029 0.146
H -1.330 -3.039 -1.413 -0.305 0.027 0.081
H -4.877 -3.450 0.490 0.226 0.168 0.129
H -4.152 -4.843 -1.536 0.244 0.144 0.092
H -0.105 3.261 -2.489 -0.259 -0.129 0.176
H 0.705 4.916 -0.413 -0.300 -0.232 0.068
C -1.096 3.398 -2.032 0.359 -0.069 -0.051
C -0.368 4.871 -0.171 -0.032 -0.009 0.112
N -0.953 3.597 -0.586 -0.286 0.003 0.241
H -1.730 2.530 -2.254 0.249 0.352 0.144
C -1.299 2.694 0.324 0.084 -0.852 -0.719
O -1.604 1.490 0.068 -0.073 1.728 0.200
H -0.504 4.976 0.911 0.108 0.123 -0.248
H -1.316 3.062 1.365 0.137 -0.219 -0.254
H -1.531 4.311 -2.462 -0.032 -0.265 0.190
H -0.864 5.693 -0.697 -0.025 -0.119 0.168
O 1.240 1.228 -0.719 -1.266 -0.289 -0.253
C 2.588 1.429 -0.927 0.333 -0.156 0.248
C 2.683 2.598 1.323 0.200 0.024 0.219
C 3.297 1.782 0.375 0.001 -0.121 -0.014
H 1.654 2.920 1.154 0.243 -0.045 0.002
C 3.375 2.985 2.474 0.052 0.029 -0.041
H 3.039 0.488 -1.286 0.118 0.012 0.041
C 4.574 1.274 0.631 -0.192 0.227 -0.212
H 2.887 3.637 3.212 0.259 -0.290 -0.316
C 4.688 2.545 2.680 -0.169 -0.129 -0.044
C 5.276 1.664 1.765 0.040 0.122 0.195
H 5.000 0.584 -0.102 0.020 0.208 0.291
H 5.233 2.850 3.575 -0.147 -0.081 -0.267
H 6.287 1.281 1.943 -0.394 0.135 -0.034
Si -3.157 -1.227 -7.013 -0.008 -0.059 -0.066
Cl -1.937 0.213 -7.893 0.018 0.034 -0.100
C -4.485 -0.283 -6.098 -0.032 0.038 0.086
C -2.052 -2.264 -5.931 0.049 -0.082 0.104
C -3.889 -2.268 -8.393 -0.014 0.059 -0.087
H -4.032 0.382 -5.348 -0.124 -0.212 -0.193
H -5.168 -0.976 -5.586 0.114 0.173 -0.083
H -5.072 0.331 -6.799 0.173 -0.188 0.203
H -4.495 -1.649 -9.070 0.144 -0.162 0.169
H -4.534 -3.059 -7.985 0.124 0.163 -0.069
H -3.098 -2.747 -8.989 -0.186 0.131 0.173
H -1.544 -1.661 -5.165 -0.180 -0.176 -0.275
H -1.289 -2.755 -6.554 -0.213 0.097 0.186
H -2.645 -3.040 -5.426 0.150 0.101 -0.098
C -1.312 -4.902 3.965 0.064 0.203 -0.086
C -1.605 -3.738 4.681 0.148 0.157 -0.174
C -1.147 -2.495 4.223 0.007 -0.364 -0.086
C -0.417 -2.413 3.034 -0.016 -0.131 -0.015
C -0.175 -3.573 2.285 -0.034 0.040 0.171
C -0.599 -4.815 2.763 -0.049 0.067 0.061
As 0.314 -0.709 2.361 0.067 -0.047 0.050
C -0.759 0.433 3.558 0.510 0.020 0.064
C -2.024 0.737 3.040 -0.008 0.096 0.239
C -2.934 1.480 3.791 0.299 -0.023 0.155
C -2.553 1.983 5.041 0.092 -0.040 -0.103
C -1.278 1.713 5.545 0.125 -0.338 -0.247
C -0.389 0.895 4.826 -0.786 0.383 -0.112
C 2.177 -0.917 3.058 -0.528 0.558 -0.289
C 2.766 -0.135 4.049 0.379 -0.418 0.032
C 4.075 -0.422 4.463 -0.096 0.182 -0.216
C 4.822 -1.408 3.819 -0.235 -0.146 0.070
C 4.246 -2.139 2.774 -0.095 0.214 0.069
C 2.935 -1.871 2.375 0.161 -0.164 0.137
H -1.630 -5.873 4.346 0.056 0.252 -0.123
H -2.176 -3.782 5.610 0.162 -0.066 -0.236
H -1.351 -1.589 4.794 0.001 -0.338 -0.083
H 0.358 -3.490 1.334 -0.120 -0.118 0.274
H -0.354 -5.719 2.200 -0.131 0.260 0.170
H -2.292 0.390 2.043 0.012 0.027 0.262
H -3.930 1.667 3.394 0.180 0.033 0.115
H -3.256 2.582 5.622 0.212 -0.131 -0.144
H -0.963 2.114 6.507 -0.175 -0.109 -0.149
H 0.557 0.608 5.267 -0.160 0.101 -0.027
H 2.240 0.712 4.477 0.168 -0.238 0.013
H 4.511 0.157 5.279 -0.046 -0.114 -0.296
H 5.854 -1.603 4.125 -0.382 0.026 -0.067
H 4.817 -2.919 2.270 -0.105 0.270 0.040
H 2.504 -2.377 1.507 0.154 -0.005 0.320
```
Positions in Å, forces in eV/Å.

**Net charge**: 0
**Total energy**: -5758.32904 hartree
**Energy relative to the best compared isomer or geometry (same formula, charge and spin)**: 0.0 kJ/mol
**Frontier orbital gap**: 0.31251 Eh
**F_max**: 1.8 eV/A
**LUMO level**: 0.4 eV

No. 2
A structure of composition C38H51BrNP3Ti at a distorted geometry, computed with wB97M-V/def2-TZVPD.

XYZ file:
```
95
Properties=species:S:1:pos:R:3:forces:R:3
C 0.267 4.437 -3.672 -0.058 0.540 0.176
C 0.073 3.171 -4.241 0.097 0.325 -0.144
C -0.284 3.188 -5.604 -0.059 -0.093 -0.102
C -0.494 4.419 -6.267 0.135 -0.419 0.339
N -0.339 5.608 -5.685 -0.002 -0.407 0.336
C 0.043 5.611 -4.408 0.176 -0.716 0.293
C 0.310 1.992 -3.364 -0.072 1.379 0.135
C 0.524 1.886 -2.048 -0.549 -0.443 -2.148
C 0.692 2.056 -0.658 0.422 0.042 1.099
C 1.776 2.796 -0.133 -0.117 -0.403 -0.449
C 2.158 2.584 1.178 0.011 0.161 0.495
C 1.474 1.642 1.962 -0.630 -0.046 -0.502
C 0.409 0.886 1.450 0.062 0.876 -0.630
C -0.023 1.161 0.163 -0.243 -0.266 -0.347
Ti 0.703 0.109 -2.740 1.911 0.813 0.124
P 2.387 -1.181 -0.812 1.513 0.538 0.011
H -0.390 2.276 -6.183 -0.104 0.031 0.135
H 0.617 4.523 -2.644 -0.175 0.038 -0.139
H -0.803 4.451 -7.313 0.134 -0.200 0.270
H 0.184 6.572 -3.925 -0.003 0.004 -0.148
H -0.864 0.591 -0.298 0.651 0.693 0.463
H 2.355 3.426 -0.825 -0.283 -0.139 0.571
H -0.133 0.156 2.048 0.552 -0.108 0.044
H 2.988 3.144 1.618 -0.253 -0.198 -0.158
C 2.461 -2.713 0.243 -0.633 -0.222 0.147
C 3.319 -3.877 -0.250 0.317 -0.256 -0.078
H 1.435 -3.056 0.426 0.332 -0.056 -0.002
H 2.830 -2.378 1.223 -0.095 0.103 -0.283
H 3.260 -4.706 0.474 -0.005 0.304 -0.246
H 2.986 -4.270 -1.220 0.149 0.070 0.204
H 4.379 -3.602 -0.336 -0.387 -0.105 -0.041
C 3.180 -1.566 -2.431 -0.174 -0.508 0.103
C 3.317 -0.312 -3.317 0.348 -0.405 -0.195
H 2.632 -2.378 -2.936 0.250 0.314 0.096
H 4.173 -1.966 -2.187 -0.221 0.020 -0.407
H 3.380 -0.602 -4.375 -0.144 0.267 0.210
H 2.536 0.501 -3.209 0.924 -0.028 -0.187
H 4.260 0.198 -3.076 -0.474 0.170 -0.058
C 3.743 -0.256 0.020 0.094 0.565 -0.026
C 5.119 -0.933 0.086 0.165 -0.060 0.154
H 3.382 -0.052 1.037 0.067 -0.011 -0.213
H 3.826 0.721 -0.474 0.012 -0.119 0.091
H 5.841 -0.225 0.512 -0.179 -0.151 -0.117
H 5.124 -1.815 0.738 -0.054 0.209 -0.155
H 5.511 -1.232 -0.893 -0.072 0.119 0.189
Br 1.875 1.400 3.753 0.499 -0.150 0.601
P -0.263 -1.703 -1.755 -2.112 -2.312 0.930
C 0.259 -3.388 -2.319 0.247 0.093 -0.584
C -0.768 -4.524 -2.283 -0.164 -0.313 -0.093
H 1.112 -3.651 -1.662 -0.445 0.295 -0.265
H 0.701 -3.275 -3.325 -0.248 -0.136 0.247
H -0.297 -5.430 -2.687 -0.060 0.242 0.186
H -1.093 -4.747 -1.259 0.189 -0.012 -0.337
H -1.650 -4.332 -2.906 0.327 -0.102 0.296
C -1.046 -2.075 -0.158 0.026 0.425 0.532
C -2.492 -2.567 -0.232 -0.289 -0.222 0.244
H -1.002 -1.155 0.436 0.014 -0.236 -0.011
H -0.403 -2.794 0.364 -0.272 0.095 -0.165
H -2.907 -2.478 0.784 -0.063 -0.205 -0.339
H -3.126 -1.970 -0.906 0.226 -0.248 0.309
H -2.552 -3.624 -0.534 -0.127 0.555 0.152
C -1.613 -0.917 -2.755 0.157 -0.804 -0.055
C -2.217 -1.979 -3.676 -0.400 0.500 -0.912
H -1.206 -0.023 -3.337 -0.644 -0.370 -0.095
H -2.385 -0.499 -2.089 0.501 0.145 -0.209
H -2.811 -1.519 -4.473 0.021 -0.097 0.158
H -1.443 -2.576 -4.155 -0.057 0.024 -0.094
H -2.863 -2.650 -3.111 0.055 0.148 -0.040
C -4.152 0.620 2.178 -0.059 -0.645 -1.350
P -2.420 0.428 2.786 -2.557 2.896 4.132
C -2.019 2.152 3.265 -0.086 -1.933 -1.047
C -2.092 3.133 2.254 0.467 0.754 -0.969
C -1.431 4.346 2.408 -0.942 -0.604 -0.650
C -0.716 4.603 3.582 0.231 0.318 -0.311
C -0.684 3.656 4.590 -0.202 -0.803 1.209
C -1.368 2.453 4.476 1.106 0.427 0.462
C -2.528 -0.538 4.309 0.860 -0.059 -1.460
C -1.375 -0.689 5.115 0.621 -0.425 0.861
C -1.431 -1.486 6.257 0.473 0.631 -0.264
C -2.583 -2.222 6.551 0.166 0.136 0.075
C -3.694 -2.142 5.704 -0.650 0.521 -0.868
C -3.674 -1.309 4.586 -0.512 -1.055 0.163
H -4.145 1.280 1.293 -0.134 -0.285 0.421
H -4.792 1.051 2.971 0.602 -0.137 -0.194
H -4.532 -0.369 1.868 0.071 0.485 0.056
H -2.623 2.914 1.318 0.342 0.190 0.390
H -1.466 5.076 1.604 -0.062 -0.042 0.236
H -0.178 5.543 3.699 -0.113 -0.211 -0.027
H -0.102 3.837 5.493 -0.315 0.125 -0.118
H -1.379 1.743 5.297 0.048 0.232 -0.096
H -0.443 -0.185 4.845 -0.253 -0.238 0.104
H -0.566 -1.546 6.918 -0.189 -0.030 -0.215
H -2.616 -2.869 7.429 0.066 0.112 -0.261
H -4.581 -2.738 5.910 0.130 0.233 0.017
H -4.540 -1.253 3.926 0.175 -0.130 0.338
```
Positions in Å, forces in eV/Å.

**Net charge**: +4
**Total energy**: -5979.17653 hartree
**Frontier orbital gap (alpha / beta)**: 0.08324 / 0.08848 Eh
**F_max**: 5.7 eV/A
**LUMO level (alpha / beta)**: -15.4 / -15.3 eV

- Which formula does entry 2 have?
  C38H51BrNP3Ti